C21H49N7O11SY as an isolated structure at a distorted geometry. Source: the OMol25 dataset; level of theory: ωB97M-V/def2-TZVPD.

Results
HOMO energy = -9.6631 eV
gap between HOMO and LUMO = 0.2874 hartree
largest force on an atom = 1.6 eV/Å
LUMO level = -1.8 eV
net charge = +1
DFT total energy = -2477.1372 a.u.
ΔE to the lowest compared entry with this formula, charge and spin = 0.0 kJ/mol

```
90
C21H49N7O11SY | the OMol25 dataset | ωB97M-V/def2-TZVPD
Y -4.4151 18.2557 28.4120
S -3.7651 16.2961 30.5195
O -2.9313 17.3554 29.8184
O -5.0931 16.5938 29.8489
O -5.8859 16.9666 27.2220
O -6.7064 18.5059 29.2730
O -4.2777 19.1249 26.1967
O -3.8285 16.4442 31.9528
O -2.4985 19.6602 28.2101
O -3.3019 14.9737 30.0905
O -3.1348 16.6982 27.1997
O -5.4121 20.5022 28.1502
O -4.3873 19.5428 30.3557
N -4.5198 20.4341 32.4212
N -7.0204 15.0787 26.7460
N -6.7214 22.3512 28.1709
N -2.4260 14.8396 26.1131
N -0.2566 19.7649 28.4646
N -8.7895 17.6414 29.5372
N -5.3028 20.0818 24.4087
C -6.5716 20.2637 25.0541
C -4.2850 19.4618 25.0268
C -9.2077 17.8811 28.1840
C -7.9655 21.6257 28.1361
C -7.6835 14.2593 25.7461
C -9.7655 17.0432 30.4359
C -5.1909 20.5204 23.0253
C -6.4883 16.2499 26.4279
C 0.0144 18.7834 27.4268
C -3.8400 20.8785 33.6106
C -3.1221 15.1417 24.8864
C -1.5012 20.1056 28.7678
C -5.5472 21.7033 28.2535
C -2.4916 15.6562 27.1685
C -6.9008 14.5407 28.0918
C -3.8492 19.9662 31.3701
C -7.5632 17.9777 29.9583
C -5.9440 20.5711 32.3597
C -1.8303 13.5246 26.2294
C 0.8837 20.5077 28.9700
C -6.7850 23.7941 28.3122
H -2.7723 20.9308 33.4259
H -7.8926 14.3561 28.5112
H -7.3610 19.7135 24.5270
H -6.4471 19.6822 32.7551
H -5.7636 19.8605 22.3641
H -7.7648 20.5610 28.2348
H -1.5371 20.8251 29.5987
H -7.4829 13.2106 25.9543
H -8.5224 21.8169 27.2139
H -0.9216 18.3284 27.1215
H -10.0951 16.0903 30.0176
H -4.0330 14.5357 24.8043
H -4.1986 21.8723 33.8888
H 0.4663 19.2860 26.5633
H 0.7326 18.0520 27.7907
H -6.6756 16.5565 25.3857
H -8.7703 14.3829 25.7834
H -5.6616 21.4986 22.9168
H -6.5417 19.8828 26.0711
H -3.4140 19.2858 24.3789
H -3.3646 16.1976 24.8321
H -6.8488 21.3208 25.0482
H -1.3384 13.4209 27.1939
H -4.0843 20.2115 34.4392
H -7.6674 24.1741 27.7971
H -1.0952 13.3546 25.4445
H -2.4964 14.8716 24.0324
H -8.3618 18.2057 27.5836
H 0.6844 20.9202 29.9594
H 1.1684 21.3091 28.2860
H -9.3087 16.8387 31.4017
H -6.9288 24.1042 29.3560
H -7.3381 14.5156 24.7468
H -2.6175 12.7665 26.1951
H -10.0206 18.6092 28.1314
H -9.5703 16.9444 27.7422
H -1.9845 15.2837 28.0679
H -2.7593 20.0088 31.4780
H -8.6075 21.9347 28.9676
H -4.7088 22.3983 28.4199
H -4.1521 20.5571 22.7178
H -6.3932 15.2711 28.7252
H 1.7298 19.8343 29.1024
H -10.6175 17.7052 30.5931
H -5.8902 24.2734 27.9261
H -7.3595 17.6835 30.9979
H -6.3187 13.6214 28.0864
H -6.2737 20.7038 31.3299
H -6.2562 21.4323 32.9498
```

---

C6H5NO6S as an isolated structure at a distorted geometry. Source: the OMol25 dataset; level of theory: ωB97M-V/def2-TZVPD.

Results
HOMO energy = -0.4323 eV
gap between HOMO and LUMO = 0.2323 hartree
largest force on an atom = 4.6 eV/Å
LUMO level = 5.9 eV
net charge = -2
DFT total energy = -1135.9835 a.u.
ΔE to the lowest compared entry with this formula, charge and spin = 93.0 kJ/mol

```
19
C6H5NO6S | the OMol25 dataset | ωB97M-V/def2-TZVPD
S 2.8035 1.1825 0.3782
O 2.8145 2.5457 -0.1800
O 0.9776 1.4644 1.4087
O 3.8640 0.2550 -0.7312
O -2.5319 1.1411 -1.4484
O 2.9932 -1.6710 -1.7059
O -1.4048 3.0724 -1.2196
N -0.7414 1.2015 -0.0113
C 2.8103 -0.6442 -1.0585
C 0.5422 -0.8505 -0.0055
C -0.8811 -0.2486 0.1794
C 1.7020 0.0695 -0.5340
C 0.3548 1.8007 0.4165
C -1.6458 1.9285 -1.0012
H 0.8870 2.6832 -0.1591
H 0.8458 -1.2077 1.0878
H -1.4050 -0.5733 -0.6977
H -1.2143 -0.5464 1.2135
H 0.5807 -1.6377 -0.7047
```

---

C41H39Br2DyGeN4O2 as an isolated structure at a distorted geometry. Source: the OMol25 dataset; level of theory: ωB97M-V/def2-TZVPD.

Results
HOMO energy (spin up / spin down) = -0.5095 / -0.5125 eV
⟨S²⟩ = 9.338
gap between HOMO and LUMO (spin up / spin down) = 0.1777 / 0.1778 hartree
largest force on an atom = 1.1 eV/Å
LUMO level (spin up / spin down) = 4.3 / 4.3 eV
net charge = -2
DFT total energy = -10065.3513 a.u.
ΔE to the lowest compared entry with this formula, charge and spin = 0.0 kJ/mol
2S+1 = 6

```
90
C41H39Br2DyGeN4O2 | the OMol25 dataset | ωB97M-V/def2-TZVPD
Dy -0.9786 -0.2256 1.3183
Br -3.7663 2.2745 3.0994
Br 0.9534 0.0307 3.3647
Ge 2.0714 0.2233 -0.6079
O -0.9402 -0.0674 -0.8954
O -2.7106 -1.5723 1.9897
N -4.3817 0.3536 -0.0595
N -3.2346 0.9821 0.2081
N 0.7835 -2.2791 -0.6114
N -0.3335 -2.8783 2.1334
C 0.8226 -3.5132 1.5557
C -2.2680 3.1956 -0.1920
C -0.8147 -3.3732 3.1983
C -0.3327 -0.3278 -4.9829
C -3.4531 -2.9939 5.8060
C -2.0161 -2.9062 3.8514
C -1.8714 1.5673 2.9785
C 3.1220 -0.2352 -2.2577
C -4.3144 -2.0807 5.1890
C 0.0678 -1.2402 -2.7416
C 1.0429 -1.2330 0.1838
C -5.2334 1.1048 -0.7847
C 4.4994 -1.9472 -3.2964
C 1.3395 2.7903 0.5590
C 5.4479 1.6321 1.6806
C 4.5464 -1.2169 -4.4782
C 4.3791 1.5552 0.7976
C 1.4558 2.1095 -0.6558
C 3.6230 0.3918 0.6630
C 5.0748 -0.6478 2.3122
C -2.9007 -1.9970 3.1949
C -4.0519 -1.6015 3.9281
C -1.2401 0.7937 -3.0652
C -3.3424 2.1800 -0.3295
C -2.3196 -3.3882 5.1286
C 1.2115 2.8220 -1.8297
C 0.6288 -3.5929 0.0517
C 5.7964 0.5299 2.4484
C 3.7975 -1.4561 -2.2075
C -4.5913 2.3066 -0.9781
C -1.0697 0.7205 -4.4409
C -0.7186 -0.1666 -2.1854
C 1.0425 4.1455 0.5940
C 0.9424 4.1840 -1.7992
C 4.0059 -0.7064 1.4302
C 0.8687 4.8553 -0.5866
C 3.1810 0.4800 -3.4506
C 0.2219 -1.2744 -4.1417
C -6.5966 0.6556 -1.1932
C 3.8885 0.0012 -4.5467
C 0.6219 -2.2964 -1.9641
H -7.1961 0.3886 -0.3202
H 0.8916 -3.2265 -2.4579
H -1.7921 1.0954 3.9623
H -1.8408 1.5919 -2.6440
H 5.3362 -1.5152 2.9081
H -1.4204 2.9326 -0.8237
H -1.6201 -4.0762 5.5952
H 5.0083 -2.9031 -3.2316
H 1.1992 2.3021 -2.7796
H -6.5548 -0.2092 -1.8593
H 2.6704 1.4299 -3.5400
H 3.4267 -1.6214 1.3576
H 1.3700 -4.2706 -0.3849
H -5.1994 -1.7404 5.7165
H -1.5113 1.4723 -5.0871
H 0.9858 -4.5204 1.9686
H 0.9558 4.6462 1.5516
H 4.1267 2.4261 0.2017
H 0.8172 -2.0789 -4.5658
H 1.6992 -2.8943 1.7614
H -1.9157 3.2290 0.8395
H -4.9607 3.1664 -1.5137
H 0.6623 5.9192 -0.5607
H 0.7758 4.7202 -2.7273
H 1.4913 2.2528 1.4910
H -0.3644 -3.9912 -0.1651
H 3.9183 0.5786 -5.4645
H 5.0862 -1.5979 -5.3380
H 6.0083 2.5563 1.7748
H 3.7646 -2.0367 -1.2892
H -7.0947 1.4695 -1.7167
H -3.6640 -3.3650 6.8020
H -4.6991 -0.8633 3.4686
H -0.1795 -0.4018 -6.0546
H -2.6306 4.1822 -0.4793
H 6.6136 0.5936 3.1586
H -4.5104 -0.5764 0.3040
H -0.3106 -4.2287 3.6769
H -1.2987 2.4963 3.0826
```

---

C4H5FN2S in the gas phase at a distorted geometry. Source: the OMol25 dataset; level of theory: ωB97M-V/def2-TZVPD.

Results
HOMO energy = -8.2568 eV
gap between HOMO and LUMO = 0.3254 hartree
largest force on an atom = 1.4 eV/Å
LUMO level = 0.6 eV
DFT total energy = -762.9781 a.u.
structure (SMILES) = FCc1cnc(S)[nH]1
ΔE to the lowest compared entry with this formula, charge and spin = 28.7 kJ/mol

```
13
C4H5FN2S | the OMol25 dataset | ωB97M-V/def2-TZVPD
S -1.1639 -2.2846 -0.8996
F -0.4425 2.9564 0.1817
N -0.4030 0.2649 -0.1978
N 1.0476 -1.3375 0.3365
C 1.5150 -0.1075 0.7954
C 0.7165 2.3932 0.6830
C -0.0900 -1.0644 -0.2336
C 0.6337 0.9014 0.4616
H 2.4408 -0.0408 1.3391
H -2.1574 -1.4240 -1.1522
H 1.5882 2.8402 0.2172
H -1.1939 0.6961 -0.6288
H 0.7633 2.6476 1.7728
```